# C22H40N3O11

A cluster of 4 separate species, C22H40N3O11 in total (wB97M-V/def2-TZVPD, the OMol25 dataset).

Computed properties:
E_HOMO = -12.49 eV
Frontier orbital gap = 9.646 eV
Molar mass = 522.57 g mol⁻¹
Multiplicity = 1
Net charge = +1
E_LUMO = -0.1045 hartree

CARTESIAN COORDINATES (ANGSTROEM)
C1 -3.915 -3.315 -1.094
C2 -3.340 -1.894 -1.021
C3 -1.878 -1.900 -1.407
O1 -1.466 -0.568 -1.775
C4 -0.103 -0.421 -1.811
C5 0.686 -1.106 -2.974
N1 1.317 -0.002 -3.766
C6 1.259 1.071 -2.864
N2 2.207 1.966 -2.846
O2 2.203 2.940 -1.899
C7 1.996 4.288 -2.460
C8 3.079 5.224 -1.966
C9 2.743 6.627 -2.494
C10 3.211 5.179 -0.428
C11 4.619 4.935 0.155
C12 4.468 4.391 1.575
C13 5.476 3.978 -0.672
N3 0.220 1.002 -2.038
H1 -4.517 -3.466 -1.989
H2 -3.118 -4.062 -1.114
H3 -4.513 -3.536 -0.216
H4 -3.448 -1.520 -0.005
H5 -3.866 -1.228 -1.707
H6 -1.262 -2.246 -0.568
H7 -1.705 -2.576 -2.251
H8 0.353 -0.717 -0.857
H9 1.467 -1.737 -2.559
H10 0.055 -1.708 -3.620
H11 0.686 0.237 -4.529
H12 2.980 1.919 -3.499
H13 1.002 4.612 -2.140
H14 2.006 4.198 -3.546
H15 4.016 4.911 -2.430
H16 2.092 7.160 -1.801
H17 3.646 7.215 -2.645
H18 2.226 6.590 -3.457
H19 2.853 6.133 -0.038
H20 2.541 4.422 -0.011
H21 5.130 5.898 0.230
H22 4.103 3.360 1.547
H23 5.425 4.381 2.097
H24 3.761 4.980 2.161
H25 6.306 3.602 -0.074
H26 5.910 4.447 -1.555
H27 4.887 3.111 -0.989
H28 0.127 1.664 -1.278
C14 -0.452 -3.276 4.007
C15 0.143 -3.523 2.636
O3 -1.020 -3.809 1.845
C16 -2.101 -3.263 2.460
O4 -3.187 -3.205 1.975
O5 -1.769 -2.801 3.677
H29 0.072 -2.527 4.591
H30 -0.540 -4.188 4.592
H31 0.627 -2.632 2.230
H32 0.829 -4.363 2.600
C17 -6.369 1.423 -3.570
C18 -5.545 0.355 -4.270
O6 -6.449 -0.746 -4.309
C19 -7.721 -0.269 -4.229
O7 -8.696 -0.916 -4.399
O8 -7.701 1.052 -3.925
H33 -6.171 2.435 -3.913
H34 -6.269 1.375 -2.484
H35 -5.286 0.637 -5.293
H36 -4.647 0.066 -3.730
C20 1.521 -6.373 8.408
C21 0.138 -6.432 7.783
O9 0.206 -5.377 6.811
C22 1.504 -5.160 6.503
O10 1.873 -4.462 5.610
O11 2.312 -5.835 7.337
H37 1.922 -7.339 8.699
H38 1.568 -5.682 9.251
H39 -0.042 -7.372 7.261
H40 -0.674 -6.231 8.475